B2H8Rb | ωB97M-V with the def2-TZVPD basis set

Structure (ORCA input):
```
! wB97M-V def2-TZVPD RIJCOSX def2/J DEFGRID3
* xyz -1 1
Rb 6.209 27.714 10.236
B 4.874 29.012 12.733
B 6.888 27.135 7.272
H 7.623 27.867 7.567
H 6.930 27.072 6.196
H 5.957 27.564 7.609
H 5.921 29.204 12.910
H 6.979 26.137 7.672
H 4.717 27.946 12.799
H 4.317 29.582 13.461
H 4.581 29.341 11.748
*
```

The energy above the lowest of the compared OMol25 structures with the same formula, charge and spin comes out at 2.256 eV. As for the total energy: -2135.39134 eV. The value obtained for the lowest unoccupied orbital energy is 2.42 eV. The molecular weight is 115.16 u. For the HOMO energy, the calculation gives -5.759 eV. The calculation puts the gap between HOMO and LUMO at 8.177 eV.

natural (NBO) population analysis, charges in e, atoms 1 to 5: 0.985, -0.838, -0.841, -0.039, -0.008